Record 1
{"formula": "C3H10O3", "method": "ωB97M-V with the def2-TZVPD basis set", "smiles": "C=CCO.O.O", "multiplicity": 1, "e_above_lowest_kj_mol": 105.9, "total_energy_ev": -9414.4356, "homo_ev": -9.264, "elements": ["C", "C", "C", "O", "H", "H", "H", "H", "H", "H", "O", "H", "H", "O", "H", "H"], "xyz": [[-0.6144, -1.4639, 1.9769], [-0.0302, -1.2315, 0.8087], [-0.1760, -2.1080, -0.4009], [0.0408, -1.4391, -1.6324], [-0.4162, -0.8455, 2.8412], [-1.1407, -2.4040, 2.1058], [0.7499, -0.4928, 0.6666], [0.5574, -2.9100, -0.2850], [-1.1656, -2.5765, -0.4438], [-0.3734, -0.5563, -1.5877], [1.2849, 3.4349, -0.4181], [0.4245, 3.4532, 0.0277], [1.5901, 4.3222, -0.1889], [-0.3090, 1.2405, -1.1907], [-0.8898, 1.9395, -1.4988], [0.4676, 1.6373, -0.7806]], "mulliken_charge": [-0.8067, 0.0676, -0.4142, -0.5172, 0.2731, 0.2412, 0.2816, 0.2619, 0.2824, 0.3578, -0.6645, 0.3017, 0.3054, -0.6232, 0.2792, 0.3738]}

Record 2
{"formula": "C3H10O3", "method": "ωB97M-V with the def2-TZVPD basis set", "smiles": "OCCCO.O", "multiplicity": 1, "e_above_lowest_kj_mol": 70.7, "total_energy_ev": -9414.8005, "homo_ev": -9.979, "elements": ["O", "C", "C", "C", "O", "H", "H", "H", "H", "H", "H", "H", "H", "O", "H", "H"], "xyz": [[1.3780, 2.3271, -0.2800], [0.5085, 1.2024, -0.0957], [0.7142, 0.1925, -1.2099], [-0.3056, -0.8997, -0.9148], [-0.5539, -1.8031, -1.9902], [1.4950, 2.7042, 0.5820], [-0.5201, 1.5712, -0.0864], [0.7122, 0.7485, 0.8739], [1.7097, -0.2275, -1.0723], [0.6953, 0.6321, -2.2045], [-1.2382, -0.5279, -0.4934], [0.1455, -1.4626, -0.0828], [-1.3594, -2.2684, -1.7518], [-0.9043, -0.8632, 2.6239], [-1.3994, -1.3783, 3.2587], [-1.0776, 0.0526, 2.8432]], "mulliken_charge": [-0.5295, -0.3669, -0.3863, -0.4564, -0.5421, 0.3014, 0.2888, 0.2295, 0.2281, 0.3466, 0.3466, 0.2190, 0.3176, -0.5955, 0.2895, 0.3096]}

Record 3
{"formula": "C3H10O3", "method": "ωB97M-V with the def2-TZVPD basis set", "smiles": "C=CCO.O.O", "multiplicity": 1, "e_above_lowest_kj_mol": 196.3, "total_energy_ev": -9413.4981, "homo_ev": -10.412, "elements": ["C", "C", "C", "O", "H", "H", "H", "H", "H", "H", "O", "H", "H", "O", "H", "H"], "xyz": [[1.2400, -2.1901, -1.4773], [0.1304, -1.5511, -1.1073], [0.0385, -0.0424, -1.3986], [-0.8175, 0.4898, -0.3363], [1.1449, -3.2577, -1.4779], [2.1542, -1.6515, -1.5795], [-0.9185, -2.0251, -1.0756], [1.0429, 0.5458, -1.4064], [-0.5895, 0.0843, -2.3591], [-0.6051, 1.3020, 0.0879], [1.1460, 0.4435, 1.4090], [1.6460, -0.2243, 1.9615], [0.4123, -0.0323, 0.8743], [-1.5806, 2.1841, 2.0197], [-2.0535, 1.3632, 2.3212], [-0.6709, 1.6571, 1.8129]], "mulliken_charge": [-0.7062, -0.0291, -0.3279, -0.5885, 0.2778, 0.2780, 0.2326, 0.2527, 0.2553, 0.2900, -0.7044, 0.3063, 0.4649, -0.6559, 0.3407, 0.3136]}

Record 4
{"formula": "C3H10O3", "method": "ωB97M-V with the def2-TZVPD basis set", "smiles": "OCCCO.O", "multiplicity": 1, "e_above_lowest_kj_mol": 84.1, "total_energy_ev": -9414.6610, "homo_ev": -10.509, "elements": ["O", "C", "C", "C", "O", "H", "H", "H", "H", "H", "H", "H", "H", "O", "H", "H"], "xyz": [[2.4420, -0.4350, 0.9377], [1.1879, -0.6978, 0.4525], [0.1111, -0.2575, 1.3835], [-1.2142, -0.1692, 0.6416], [-2.3904, 0.1642, 1.3970], [3.0659, -0.4693, 0.1826], [0.9525, -0.0669, -0.4261], [1.0504, -1.7549, 0.1543], [0.0824, -0.9594, 2.2391], [0.4597, 0.7221, 1.7634], [-1.0488, 0.6007, -0.1364], [-1.4609, -1.1186, 0.1286], [-2.1327, 1.0804, 1.6308], [-0.0897, 1.3412, -3.6355], [-0.8882, 1.6591, -3.1565], [-0.1270, 0.3610, -3.5566]], "mulliken_charge": [-0.5174, -0.2685, -0.3171, -0.5574, -0.5072, 0.3215, 0.1382, 0.2791, 0.2279, 0.2899, 0.2793, 0.3305, 0.3120, -0.6499, 0.3239, 0.3154]}

Record 5
{"formula": "C3H10O3", "method": "ωB97M-V with the def2-TZVPD basis set", "smiles": "OCOO.CC", "multiplicity": 1, "e_above_lowest_kj_mol": 471.7, "total_energy_ev": -9410.6438, "homo_ev": -10.474, "elements": ["O", "C", "O", "O", "H", "H", "H", "H", "C", "C", "H", "H", "H", "H", "H", "H"], "xyz": [[1.1873, 1.7353, 0.1386], [1.8388, 1.0703, -0.7900], [2.0003, -0.2386, 0.2560], [1.7280, -1.5356, -0.2955], [1.1380, 0.6830, 0.7268], [2.8534, 1.4112, -1.0289], [1.2654, 0.6258, -1.6164], [2.5040, -2.0342, 0.0014], [-1.5679, -0.6847, 0.8742], [-2.0595, 0.2588, -0.2219], [-2.3578, -1.3661, 1.1949], [-0.7365, -1.2977, 0.5231], [-1.2306, -0.1252, 1.7482], [-1.2787, 0.9639, -0.5107], [-2.9249, 0.8344, 0.1108], [-2.3592, -0.3005, -1.1105]], "mulliken_charge": [-0.5773, -0.0806, -0.3181, -0.3089, 0.4277, 0.2754, 0.2253, 0.3310, -0.7273, -0.7411, 0.3416, 0.1476, 0.2438, 0.2011, 0.3027, 0.2571]}

Record 6
{"formula": "C3H10O3", "method": "ωB97M-V with the def2-TZVPD basis set", "smiles": "C/C=C/O.O.O", "multiplicity": 1, "e_above_lowest_kj_mol": 194.3, "total_energy_ev": -9413.5192, "homo_ev": -8.347, "elements": ["C", "C", "C", "O", "H", "H", "H", "H", "H", "H", "O", "H", "H", "O", "H", "H"], "xyz": [[-1.0341, 1.0004, 0.0053], [0.0126, 0.0220, 0.5336], [0.0903, -1.2591, 0.1428], [0.2692, -2.3598, 0.9236], [-0.6733, 2.0177, 0.2231], [-2.0026, 0.8683, 0.5001], [-1.0822, 0.9321, -1.1510], [0.5398, 0.1096, 1.5594], [-0.1136, -1.3959, -0.9518], [0.2576, -1.8694, 1.8455], [5.1963, 0.3311, 0.8740], [5.9202, -0.0918, 1.3509], [5.5755, 0.5369, 0.0095], [-4.2034, 0.0009, -1.8506], [-3.6589, 0.8588, -1.8393], [-5.0934, 0.2981, -2.1748]], "mulliken_charge": [-0.7805, -0.4407, 0.1813, -0.4656, 0.2938, 0.2548, 0.2145, 0.1711, 0.2572, 0.3108, -0.6386, 0.3187, 0.3192, -0.6411, 0.3215, 0.3236]}

Record 7
{"formula": "C3H10O3", "method": "ωB97M-V with the def2-TZVPD basis set", "smiles": "C/C=C/O.O.O", "multiplicity": 1, "e_above_lowest_kj_mol": 127.4, "total_energy_ev": -9414.2122, "homo_ev": -8.736, "elements": ["C", "C", "C", "O", "H", "H", "H", "H", "H", "H", "O", "H", "H", "O", "H", "H"], "xyz": [[0.6650, 0.9497, 0.0500], [0.5318, 0.0541, 1.2464], [0.8192, -1.2488, 1.2259], [0.1212, -2.1214, 2.0227], [1.2803, 1.8118, 0.3652], [1.0911, 0.4882, -0.8410], [-0.2570, 1.4361, -0.2955], [-0.2000, 0.2782, 2.0143], [1.6527, -1.6679, 0.6735], [0.7362, -2.8289, 2.2546], [-4.4322, 5.0808, 0.7810], [-3.6290, 5.6095, 0.8330], [-4.2696, 4.3655, 0.1513], [2.3105, -4.2720, -3.5235], [1.4662, -4.5673, -3.1653], [2.1136, -3.3675, -3.7926]], "mulliken_charge": [-0.9187, -0.2293, -0.1111, -0.4788, 0.2617, 0.3027, 0.2623, 0.2828, 0.2869, 0.3420, -0.6408, 0.3205, 0.3202, -0.6386, 0.3199, 0.3183]}

Record 8
{"formula": "C3H10O3S", "method": "ωB97M-V with the def2-TZVPD basis set", "multiplicity": 2, "e_above_lowest_kj_mol": 0.0, "total_energy_ev": -20250.5780, "charge": -1, "homo_ev": [-4.271, -4.263], "elements": ["C", "O", "C", "C", "S", "H", "H", "H", "H", "H", "H", "H", "H", "O", "H", "H", "O"], "xyz": [[0.4159, 0.2049, -0.6149], [0.7710, -0.8220, -1.4345], [-0.0121, -0.2888, 0.7678], [-0.1556, 0.8242, 1.7887], [-0.7573, 0.3543, 3.4115], [-0.4932, 0.7354, -0.9630], [1.1803, 0.9978, -0.5247], [-0.9740, -0.7529, 0.5812], [0.6195, -1.1105, 1.1280], [0.8348, 1.1818, 2.1260], [-0.6597, 1.6793, 1.3624], [-1.1287, -2.2030, -3.0834], [-0.3643, -1.1426, -2.1481], [-1.3232, -1.3987, -2.5941], [1.3941, 1.7428, -3.2334], [1.5920, 0.3633, -2.6287], [1.9133, 0.9405, -3.3600]], "mulliken_charge": [-0.7236, -0.9365, -0.2162, -0.6752, -0.1541, 0.2130, 0.3504, 0.2598, 0.2934, 0.2754, 0.3629, 0.2373, 0.5109, -0.7950, 0.2850, 0.4326, -0.7202]}

Record 9
{"formula": "C3H10O3S", "method": "ωB97M-V with the def2-TZVPD basis set", "smiles": "O=CCCS.O.O", "multiplicity": 1, "e_above_lowest_kj_mol": 58.2, "total_energy_ev": -20250.1632, "homo_ev": -9.345, "elements": ["O", "C", "C", "C", "S", "H", "H", "H", "H", "H", "H", "O", "H", "H", "O", "H", "H"], "xyz": [[-0.0544, -2.4777, -1.4286], [0.7015, -1.5433, -1.3965], [0.5341, -0.3065, -0.5201], [-0.2313, -0.6580, 0.7465], [-0.2415, 0.7708, 1.9220], [1.3888, -1.3990, -2.2598], [1.5521, -0.0391, -0.2212], [0.0527, 0.4060, -1.1809], [0.2467, -1.4152, 1.3586], [-1.2624, -0.8784, 0.4850], [-0.1722, 1.6903, 0.9470], [-3.2750, -0.2798, -1.4086], [-3.7096, 0.5497, -1.1882], [-3.8904, -0.9754, -1.6450], [2.7972, 2.5214, 1.7100], [2.0448, 1.9471, 1.9024], [3.5187, 2.0871, 2.1775]], "mulliken_charge": [-0.4545, -0.1290, -0.4442, -0.4385, -0.3078, 0.3403, 0.2844, 0.3479, 0.3395, 0.3406, 0.1564, -0.6093, 0.3069, 0.3045, -0.6124, 0.2718, 0.3034]}

Record 10
{"formula": "C3H10O4", "method": "ωB97M-V with the def2-TZVPD basis set", "smiles": "O=CCCO.O.O", "multiplicity": 1, "e_above_lowest_kj_mol": 362.4, "total_energy_ev": -11459.9945, "homo_ev": -9.512, "elements": ["O", "C", "C", "C", "O", "H", "H", "H", "H", "H", "H", "O", "H", "H", "O", "H", "H"], "xyz": [[2.3379, 1.2369, 0.8868], [1.2305, 0.9447, 1.1662], [0.1361, 1.7642, 0.6565], [-0.6689, 0.6915, -0.1344], [-1.9047, 1.1485, -0.4451], [1.0788, 0.0572, 1.7254], [-0.4484, 2.1191, 1.4632], [0.5617, 2.5936, 0.0889], [-0.2995, 0.5986, -1.0443], [-0.9389, -0.2274, 0.5175], [-2.2783, 1.8964, -0.0790], [-1.4918, -2.2144, -0.2841], [-0.9088, -2.5020, 0.2768], [-1.2091, -2.2691, -1.1912], [0.8344, -2.3752, -1.1949], [0.7854, -3.3126, -1.8039], [1.2645, -1.7234, -1.7860]], "mulliken_charge": [-0.4770, -0.0760, -0.4983, -0.1509, -0.5601, 0.4453, 0.3877, 0.2524, 0.2223, 0.1422, 0.3003, -0.5893, 0.2637, 0.3497, -0.6835, 0.3390, 0.3326]}

Record 11
{"formula": "C3H10O5", "method": "ωB97M-V with the def2-TZVPD basis set", "smiles": "O=C(O)CCO.O.O", "multiplicity": 1, "e_above_lowest_kj_mol": 23.8, "total_energy_ev": -13510.6334, "homo_ev": -10.528, "elements": ["O", "C", "O", "C", "C", "O", "H", "H", "H", "H", "H", "H", "O", "H", "H", "O", "H", "H"], "xyz": [[2.9455, 0.0278, 0.0219], [1.8629, -0.2552, 0.4351], [1.3700, -1.5240, 0.4419], [0.7841, 0.6458, 0.9942], [-0.6367, 0.1235, 0.9923], [-1.5179, 1.2402, 1.0917], [1.8488, -2.1726, -0.0890], [0.7494, 1.5371, 0.3572], [1.1177, 1.0860, 1.9417], [-0.8737, -0.6686, 1.6700], [-0.8227, -0.2510, -0.0135], [-1.2622, 1.8841, 1.7570], [0.1814, -0.2950, -2.4505], [-0.7615, -0.4419, -2.3449], [0.3571, 0.5872, -2.7857], [-3.7890, -0.0944, -0.7555], [-3.5307, 0.5940, -0.1667], [-3.6376, -0.8789, -0.2172]], "mulliken_charge": [-0.5643, 0.4391, -0.4440, -0.5071, -0.0083, -0.5247, 0.3273, 0.3172, 0.3726, 0.3089, 0.0276, 0.2933, -0.6319, 0.3059, 0.3079, -0.6357, 0.3025, 0.3137]}

Record 12
{"formula": "C3H10OPS", "method": "ωB97M-V with the def2-TZVPD basis set", "multiplicity": 1, "total_energy_ev": -25442.1170, "charge": -1, "homo_ev": -3.836, "elements": ["S", "P", "C", "C", "C", "O", "H", "H", "H", "H", "H", "H", "H", "H", "H", "H"], "xyz": [[3.5119, 0.1778, 0.3341], [1.1965, 0.5582, 0.1399], [-0.6576, 0.9713, -0.0560], [-1.4890, -0.1831, 0.3357], [-1.7524, -1.2805, -0.5965], [-2.8023, -0.3558, -0.2497], [3.4695, -1.1567, 0.4417], [0.9594, -0.7820, 0.6837], [1.2163, 1.0960, 1.4994], [1.5983, 1.8680, -0.3830], [1.2510, -0.0055, -1.2091], [-0.8786, 1.2023, -1.1024], [-0.8992, 1.8292, 0.5755], [-1.4419, -0.4633, 1.3965], [-1.8985, -2.2784, -0.1952], [-1.3834, -1.1975, -1.6146]], "mulliken_charge": [-0.5523, -0.1785, -1.0665, 0.1516, -0.3888, -0.4838, 0.0581, -0.0805, 0.0039, -0.0175, 0.0003, 0.3804, 0.3164, 0.3816, 0.2532, 0.2225]}

Record 13
{"formula": "C3H10OPS2", "method": "ωB97M-V with the def2-TZVPD basis set", "multiplicity": 1, "e_above_lowest_kj_mol": 300.5, "total_energy_ev": -36270.6641, "charge": 1, "homo_ev": -10.965, "elements": ["C", "C", "C", "O", "P", "S", "S", "H", "H", "H", "H", "H", "H", "H", "H", "H", "H"], "xyz": [[0.6852, -0.9077, -0.5307], [-0.7888, -0.3608, -0.7121], [-0.6708, 1.0004, -1.4387], [0.9495, 2.8111, -1.8612], [0.2550, 2.2295, -0.5248], [1.7026, -1.7291, 3.4533], [3.7026, -2.1891, 3.3185], [1.1177, -1.2384, -1.5320], [0.8113, -1.7052, 0.1311], [1.2590, -0.0348, -0.1068], [-1.5175, -0.9762, -1.3454], [-1.2035, -0.2826, 0.2844], [-1.6836, 1.2704, -1.5935], [0.0712, 0.9065, -2.3182], [1.2689, 3.6889, -2.0538], [1.7208, -0.4700, 4.1408], [3.5891, -3.6375, 3.3517]], "mulliken_charge": [-0.9772, -0.3233, -0.5982, -0.3800, 0.5752, -0.2215, -0.1657, 0.2977, 0.3460, 0.2220, 0.3116, 0.3382, 0.4605, 0.3589, 0.3771, 0.1806, 0.1981]}

Record 14
{"formula": "C3H10OS", "method": "ωB97M-V with the def2-TZVPD basis set", "smiles": "CCCS.O", "multiplicity": 1, "e_above_lowest_kj_mol": 46.0, "total_energy_ev": -16155.3892, "homo_ev": -8.965, "elements": ["C", "C", "C", "S", "H", "H", "H", "H", "H", "H", "H", "H", "O", "H", "H"], "xyz": [[2.4670, 2.1772, 0.8232], [2.1381, 0.7814, 0.3012], [0.8908, 0.7194, -0.5163], [0.2021, -0.9440, -0.9635], [1.9328, 2.3920, 1.7488], [2.3514, 2.9746, 0.0948], [3.5010, 2.1706, 1.1832], [3.0127, 0.3541, -0.1948], [2.0184, 0.0744, 1.1397], [1.1495, 1.1952, -1.4795], [-0.0350, 1.2494, -0.2944], [1.1354, -1.6517, -0.3639], [-5.0996, -1.6690, 0.9908], [-4.5174, -1.2491, 0.3498], [-5.6301, -0.9450, 1.3515]], "mulliken_charge": [-1.1693, -0.3758, -0.6056, -0.2371, 0.3076, 0.3280, 0.3293, 0.3243, 0.3320, 0.3172, 0.3555, 0.0944, -0.6394, 0.3180, 0.3210]}

Record 15
{"formula": "C3H10OS", "method": "ωB97M-V with the def2-TZVPD basis set", "smiles": "CCO.CS", "multiplicity": 1, "e_above_lowest_kj_mol": 174.0, "total_energy_ev": -16154.0623, "homo_ev": -9.016, "elements": ["C", "C", "O", "H", "H", "H", "H", "H", "H", "C", "S", "H", "H", "H", "H"], "xyz": [[-0.2016, -3.0878, 1.7278], [-0.0132, -1.5936, 1.3488], [-1.1370, -1.3581, 0.4755], [-0.7620, -3.5857, 1.0104], [0.7458, -3.7021, 2.0499], [-0.7288, -3.1108, 2.7267], [0.8830, -1.5918, 0.7506], [0.0047, -0.8798, 2.1761], [-1.2323, -0.3357, 0.6288], [-0.0505, 3.0987, -2.2814], [1.5606, 3.9238, -2.1663], [-0.6681, 3.8846, -1.7817], [-0.6892, 3.1198, -3.2350], [-0.1356, 2.1462, -1.7474], [2.4242, 3.0724, -1.6830]], "mulliken_charge": [-1.0173, -0.1575, -0.5233, 0.3325, 0.2754, 0.2337, 0.1956, 0.3485, 0.3113, -0.6130, -0.1934, 0.2276, 0.2758, 0.2061, 0.0980]}

Record 16
{"formula": "C3H10OS", "method": "ωB97M-V with the def2-TZVPD basis set", "smiles": "CCO.CS", "multiplicity": 1, "e_above_lowest_kj_mol": 73.8, "total_energy_ev": -16155.1007, "homo_ev": -8.969, "elements": ["C", "C", "O", "H", "H", "H", "H", "H", "H", "C", "S", "H", "H", "H", "H"], "xyz": [[-1.1317, 1.8443, -0.8342], [-1.2683, 1.5921, 0.6740], [-1.0754, 0.2436, 1.1381], [-1.9067, 1.2365, -1.2998], [-1.2506, 2.9162, -0.9562], [-0.1751, 1.5210, -1.2470], [-2.2369, 1.9639, 1.0194], [-0.4873, 2.1430, 1.2240], [-0.1283, 0.1745, 1.2049], [1.8297, -2.5992, 0.1621], [0.6672, -2.1725, -1.1628], [2.0282, -3.6649, 0.1453], [2.7195, -1.9752, 0.0867], [1.4071, -2.3485, 1.1384], [1.0085, -0.8746, -1.2929]], "mulliken_charge": [-0.8027, -0.3377, -0.4673, 0.2381, 0.3325, 0.2293, 0.2813, 0.2800, 0.2567, -0.7580, -0.1304, 0.2894, 0.2815, 0.2608, 0.0466]}